# 1
{"formula": "C9H19BN2O4", "method": "ωB97M-V/def2-TZVPD", "species": ["H", "C", "N", "H", "H", "H", "H", "C", "H", "H", "C", "O", "C", "H", "H", "H", "H", "O", "H", "N", "H", "O", "H", "B", "O", "C", "C", "H", "C", "H", "H", "C", "H", "C", "H"], "positions_angstrom": [[-1.366, 2.061, 4.997], [0.087, -1.333, -2.609], [1.801, -1.738, -0.008], [-1.631, -0.393, 1.942], [-0.498, 1.757, -0.936], [-1.562, -0.004, -2.115], [0.612, -2.948, -1.597], [-0.218, -0.269, -0.372], [-0.436, -0.865, 0.525], [0.105, 1.630, 0.649], [1.407, -0.703, -2.202], [2.206, 0.843, 1.030], [2.192, 0.632, -0.136], [2.785, -1.820, -0.152], [0.816, 1.210, 2.449], [-0.766, -3.194, -2.523], [-2.799, 0.864, -0.024], [2.885, 1.376, -1.003], [2.259, -1.312, -2.430], [0.165, -2.774, -2.488], [3.357, 2.046, -0.468], [-1.900, 1.651, 4.308], [-2.272, 2.356, 0.834], [-1.220, 1.241, 3.176], [0.126, 1.450, 3.103], [-0.996, -0.790, -1.606], [-2.054, 0.626, 1.985], [-0.249, -1.169, -3.644], [-0.637, 1.195, -0.022], [1.605, 0.245, -2.733], [1.706, -1.620, 0.986], [-2.054, 1.302, 0.656], [-1.719, -1.587, -1.327], [1.328, -0.527, -0.670], [-3.066, 0.560, 2.425]], "mulliken_charge": [0.30, 0.47, -0.75, 0.30, 0.56, 0.37, 0.32, 0.51, 0.10, 0.47, -1.73, -0.70, -0.40, 0.30, 0.44, 0.28, 0.33, -0.46, 0.61, -0.84, 0.41, -0.53, 0.35, 0.76, -0.73, -1.34, -0.72, 0.41, -1.40, 0.37, 0.30, -0.67, 0.25, 1.77, 0.28], "smiles": "N[C@H]1C[C@H](CCCB(O)O)[C@](N)(C(=O)O)C1", "lumo_ev": 0.45, "gap_ev": 9.27}

# 2
{"formula": "C3H9N3O", "method": "ωB97M-V/def2-TZVPD", "species": ["H", "H", "N", "H", "H", "H", "C", "H", "C", "N", "H", "N", "H", "C", "H", "O"], "positions_angstrom": [[-1.382, -1.298, -0.200], [-2.900, 0.737, -0.956], [0.012, -0.133, 1.646], [-1.505, 1.746, -0.583], [1.812, 0.476, -1.993], [-1.008, -0.532, -1.739], [0.964, -0.169, 0.766], [2.799, -0.892, 0.280], [-1.991, 0.802, -0.348], [0.629, 0.139, -0.526], [2.334, -1.071, 1.984], [2.188, -0.701, 1.060], [-2.289, 0.798, 0.698], [-1.095, -0.362, -0.673], [-0.170, 0.775, 2.065], [1.605, -0.315, -1.479]], "mulliken_charge": [0.29, 0.36, -0.79, 0.31, 0.35, 0.34, 0.30, 0.23, -1.09, -0.01, 0.28, -0.37, 0.30, -0.19, 0.21, -0.50], "smiles": "[H]/N=C(/N)N(O)CC", "lumo_ev": 0.78, "gap_ev": 8.52}

# 3
{"formula": "C25H18CuNO5Si", "method": "ωB97M-V/def2-TZVPD", "species": ["C", "C", "H", "H", "C", "C", "C", "C", "N", "C", "C", "C", "C", "H", "H", "H", "O", "H", "C", "Si", "H", "H", "C", "H", "O", "C", "C", "C", "H", "C", "C", "H", "H", "H", "C", "H", "Cu", "C", "H", "O", "C", "C", "C", "H", "O", "C", "O", "C", "C", "H", "H"], "positions_angstrom": [[-4.695, 1.897, -1.210], [-1.736, -0.586, 1.960], [0.400, -4.301, -0.680], [-3.101, 4.171, -3.138], [-3.595, 1.171, -0.776], [-2.296, 1.494, -1.173], [-0.228, -2.252, -0.613], [-1.357, 0.389, 4.129], [3.265, 0.492, -0.288], [-2.152, 2.587, -2.033], [-4.525, 2.982, -2.062], [-1.085, 0.471, 1.319], [4.528, 0.221, 1.687], [-5.694, 1.626, -0.884], [-3.744, 0.330, -0.104], [-0.280, 2.247, 4.119], [2.376, -0.216, -2.646], [-2.383, -1.468, 3.812], [-1.066, -1.249, -1.117], [-0.690, 0.568, -0.582], [-2.624, -0.873, -2.539], [-5.381, 3.555, -2.400], [-1.172, -3.898, -2.089], [4.830, 0.624, 2.648], [2.189, 2.759, 0.553], [-1.876, -0.630, 3.343], [-3.244, 3.325, -2.474], [3.281, -0.974, -2.216], [0.494, -1.989, 0.155], [-2.018, -2.927, -2.601], [-1.960, -1.624, -2.120], [-1.437, 0.344, 5.210], [5.905, -1.356, 2.831], [4.989, -2.366, -0.464], [-0.710, 1.455, 3.516], [-1.152, 2.861, -2.354], [1.492, 1.049, -1.032], [3.654, 0.949, 0.899], [-0.031, 2.306, 1.671], [5.816, -1.789, 1.978], [4.618, -1.440, -0.048], [-0.276, -3.554, -1.082], [4.986, -1.002, 1.216], [-2.142, -1.398, 1.365], [3.857, -1.918, -2.784], [-0.577, 1.490, 2.135], [3.618, 2.858, 2.306], [3.747, -0.649, -0.777], [3.094, 2.333, 1.303], [-2.722, -3.187, -3.386], [-1.190, -4.908, -2.483]], "mulliken_charge": [-0.67, 0.16, 0.33, 0.35, 0.27, -0.06, -0.14, -0.27, -0.40, -0.62, -0.32, 0.34, -0.35, 0.35, 0.30, 0.39, -0.59, 0.34, 0.36, 0.54, 0.29, 0.34, -0.32, 0.39, -0.60, -0.66, -0.48, 0.42, 0.38, -0.59, -0.34, 0.34, 0.27, 0.51, -0.60, 0.16, -0.58, -0.13, 0.16, -0.56, -0.59, -0.80, 1.35, 0.31, -0.79, -0.62, -0.80, 0.21, 0.37, 0.35, 0.33], "lumo_ev": 4.65, "gap_ev": 5.81, "total_charge": -2}

The following energy relative to the best compared isomer or geometry (same formula, charge and spin) values (in kcal/mol) correspond, in order, to the records above: 0.00; 99.35; 8.68.